A gas-phase ion, C12H28BN3O5PS (charge -1). Source: the OMol25 dataset; level of theory: ωB97M-V with the def2-TZVPD basis set.

CARTESIAN COORDINATES (ANGSTROEM)
S 1.1342 5.4684 0.0451
P 0.5892 3.6844 -0.6481
O 0.3767 -1.0509 -3.4685
O 0.5062 0.9785 -0.1359
O -1.5007 1.9998 0.3631
O -0.7816 2.7835 2.9356
O -2.0846 4.3659 3.3461
N -1.0878 4.0962 2.7740
N -4.4313 -1.7641 -0.7029
N 3.7229 -1.2490 -0.8688
C 1.5610 -1.5701 1.1389
C -0.6702 -0.7315 -1.3001
C 3.4528 -0.1237 0.0382
C 0.0959 -1.0857 1.1435
C -0.3946 -0.0905 0.0723
C -1.7203 0.6292 0.5912
C 0.3421 2.3780 2.0989
C 2.6664 -0.5119 1.3010
C 0.7387 -2.8068 -1.8285
C -3.5758 -1.1381 0.3136
C 0.5274 -1.3036 -2.0567
C -3.0614 0.2677 -0.0335
B -0.0619 2.1826 0.5162
H 1.6549 3.1002 -1.3669
H 0.6292 1.4333 2.5587
H -0.3542 3.7737 -1.6937
H 1.6343 -2.2561 1.9886
H -5.1101 -1.0850 -1.0336
H 4.3975 0.3243 0.3693
H -1.4338 -1.5120 -1.2135
H -0.1333 -0.6814 2.1324
H 0.1852 -3.1624 -0.9582
H 1.7883 -3.0362 -1.6437
H -2.7466 -1.8194 0.5107
H 1.7769 -2.1686 0.2567
H -3.0481 0.4247 -1.1132
H 3.3865 -0.8559 2.0510
H -3.7663 1.0008 0.3678
H -0.5309 -1.9811 1.0351
H 1.4206 -0.7518 -1.7767
H 2.9136 0.6515 -0.5015
H -1.0692 0.0688 -1.9232
H -1.8245 0.4611 1.6773
H 0.4105 -3.3747 -2.7025
H -4.1636 -1.0830 1.2330
H -3.8681 -2.0073 -1.5116
H 2.2362 0.4025 1.7007
H -0.2271 -1.7214 -3.8201
H 1.1702 3.0749 2.2619
H 3.7078 -0.9538 -1.8361
H 4.6212 -1.6740 -0.6830

Kohn-Sham gap	7.139	eV
highest occupied orbital energy	-4.436	eV
total charge	-1